Arrangement P

{"formula": "C6H15S2", "method": "wB97M-V/def2-TZVPD", "species": ["C", "C", "C", "S", "H", "H", "H", "H", "H", "H", "H", "H", "C", "C", "C", "S", "H", "H", "H", "H", "H", "H", "H"], "positions_angstrom": [[0.30323, -1.82049, -2.44983], [-0.18726, -0.44451, -2.08729], [-1.68763, -0.35570, -1.84289], [-2.29617, 1.34910, -1.72160], [1.34578, -1.70322, -2.76098], [-0.22329, -2.27359, -3.30461], [0.19734, -2.49879, -1.60130], [0.32317, -0.09539, -1.19297], [0.09222, 0.28002, -2.86700], [-1.83864, -0.87491, -0.89293], [-2.18977, -0.89008, -2.65029], [-3.45448, 1.07216, -1.10444], [0.24513, 1.73025, 2.80280], [1.29636, 0.62789, 2.71310], [1.29159, -0.02870, 1.31766], [0.01549, -1.30386, 1.10988], [0.62207, 2.64517, 2.33039], [-0.00555, 2.00619, 3.83305], [-0.67070, 1.39919, 2.32217], [2.29399, 1.03684, 2.92548], [1.07067, -0.16577, 3.43392], [2.28016, -0.46665, 1.11604], [1.17630, 0.77483, 0.57166]], "lowdin_charge": [-0.144, -0.409, -0.622, 0.645, 0.067, 0.064, 0.039, 0.030, 0.092, 0.016, 0.058, -0.169, -0.157, -0.382, -0.763, 0.255, 0.059, 0.052, 0.047, 0.083, 0.070, 0.032, 0.036], "gap_ev": 5.72, "charge": -1, "lumo_ha": 0.1165, "spin_multiplicity": 1}


Arrangement Q

{"formula": "C6H15S2", "method": "wB97M-V/def2-TZVPD", "species": ["C", "C", "C", "S", "H", "H", "H", "H", "H", "H", "H", "C", "C", "S", "C", "H", "H", "H", "H", "H", "H", "H", "H"], "positions_angstrom": [[-1.50447, -0.44882, 2.16020], [0.00408, -0.57066, 2.06242], [0.72777, 0.75664, 2.29707], [0.37526, 2.04337, 1.02150], [-1.78916, -0.16212, 3.17895], [-2.04084, -1.36118, 1.88950], [-1.81744, 0.35893, 1.49610], [0.35123, -1.37427, 2.72806], [0.27677, -0.85522, 1.03854], [1.80992, 0.59612, 2.31115], [0.46517, 1.15166, 3.28647], [1.99760, -0.95127, -2.07342], [0.87159, 0.09015, -1.94875], [-0.71710, -0.75438, -2.05228], [-1.80081, 0.72058, -1.85953], [2.92938, -0.45706, -1.78358], [2.09610, -1.29133, -3.10593], [1.84172, -1.80993, -1.42132], [0.99021, 0.82416, -2.75064], [0.94757, 0.61053, -0.97424], [-1.57794, 1.16802, -0.89119], [-1.62599, 1.40339, -2.68896], [-2.81062, 0.31268, -1.92014]], "lowdin_charge": [-0.160, -0.376, -0.733, 0.192, 0.063, 0.057, 0.025, 0.088, 0.068, 0.024, 0.027, -0.197, -0.609, 0.722, -0.408, 0.065, 0.053, 0.053, 0.070, -0.030, -0.029, 0.023, 0.013], "gap_ev": 5.83, "charge": -1, "lumo_ha": 0.1200, "spin_multiplicity": 1}


Top of the stability list: arrangement Q, leading by 2.9 kcal/mol.


Arrangement P

{"formula": "C4H12NO", "method": "wB97M-V/def2-TZVPD", "species": ["C", "C", "C", "C", "N", "H", "H", "H", "H", "H", "H", "H", "H", "H", "H", "H", "H", "O"], "positions_angstrom": [[-0.66014, -0.41884, 0.58131], [-0.26930, 0.65433, -0.42379], [-0.01937, 1.98011, 0.26550], [-0.97724, 2.87335, 0.41256], [0.50578, -1.39536, 0.80603], [-1.06290, -0.16454, 1.56235], [-1.51517, -1.02808, 0.28415], [0.60443, 0.25712, -0.95907], [-1.03461, 0.73894, -1.20007], [0.90742, 2.11498, 0.84727], [-0.78188, 3.86562, 0.81207], [-2.00824, 2.83249, 0.08390], [0.83959, -1.87841, -0.05734], [1.31332, -0.80743, 1.05529], [0.37560, -1.94326, 1.65453], [0.76027, -3.15158, -1.74240], [1.90016, -2.27691, -2.26596], [1.12228, -2.25252, -1.71632]], "lowdin_charge": [-0.134, -0.185, -0.183, 0.018, 0.168, 0.134, 0.127, 0.105, 0.128, 0.112, 0.069, 0.072, 0.095, 0.167, 0.166, 0.087, 0.076, -0.022], "gap_ev": 9.93, "charge": 1, "lumo_ha": -0.1244, "spin_multiplicity": 1}


Arrangement Q

{"formula": "C4H12NO", "method": "wB97M-V/def2-TZVPD", "species": ["C", "C", "N", "C", "C", "O", "H", "H", "H", "H", "H", "H", "H", "H", "H", "H", "H", "H"], "positions_angstrom": [[-0.64044, 0.47446, -1.94139], [-0.36335, 0.42590, -0.43450], [-1.42374, -0.51623, 0.15064], [0.98619, -0.22718, -0.12029], [1.40687, 0.09976, 1.31027], [0.38331, -0.33256, 2.17437], [-1.69637, 0.74227, -2.10480], [-0.59125, -0.52162, -2.37712], [-0.05971, 1.26304, -2.40478], [-0.47263, 1.34431, 0.13583], [-1.34599, -0.57347, 1.17502], [-2.34845, -0.13492, -0.07097], [-1.32382, -1.42262, -0.27827], [1.07676, -1.27234, -0.40939], [1.70759, 0.32572, -0.73563], [2.37116, -0.38535, 1.49270], [1.62932, 1.17203, 1.36205], [0.70454, -0.46120, 3.07625]], "lowdin_charge": [-0.027, -0.312, 0.211, -0.140, -0.247, -0.065, 0.091, 0.097, 0.100, 0.159, 0.149, 0.171, 0.161, 0.134, 0.137, 0.132, 0.130, 0.120], "smiles": "C[C@@H]([NH3+])CCO", "gap_ev": 11.71, "charge": 1, "lumo_ha": -0.1170, "spin_multiplicity": 1}


Top of the stability list: arrangement Q, leading by 21.8 kcal/mol.


Arrangement P

{"formula": "C4H12NO", "method": "wB97M-V/def2-TZVPD", "species": ["C", "N", "C", "C", "C", "O", "H", "H", "H", "H", "H", "H", "H", "H", "H", "H", "H", "H"], "positions_angstrom": [[-0.35740, -2.49230, 0.36255], [-0.38405, -1.20225, -0.39896], [0.25461, 0.10695, 0.04300], [0.26524, 0.31950, 1.61140], [-0.36028, 1.30866, -0.73060], [0.67636, 2.22480, -0.83133], [-0.90572, -2.29858, 1.27463], [-0.66780, -3.32632, -0.27134], [0.68782, -2.78267, 0.52380], [0.09245, -1.41636, -1.28239], [-1.33116, -1.05717, -0.75769], [1.31128, 0.02465, -0.24120], [-0.22000, 1.29040, 1.79742], [1.26464, 0.45236, 2.03814], [-0.26642, -0.54662, 1.99314], [-1.21970, 1.77655, -0.24044], [-0.79529, 0.93144, -1.67478], [0.97641, 2.45175, -1.70299]], "lowdin_charge": [0.018, 0.014, -0.249, 0.009, -0.231, -0.011, 0.095, 0.114, 0.118, 0.178, 0.177, 0.152, 0.094, 0.096, 0.058, 0.134, 0.129, 0.105], "smiles": "C[NH2+][C@H](C)CO", "gap_ev": 11.30, "charge": 1, "lumo_ha": -0.1289, "spin_multiplicity": 1}


Arrangement Q

{"formula": "C4H12NO", "method": "wB97M-V/def2-TZVPD", "species": ["C", "C", "C", "C", "N", "H", "H", "H", "H", "H", "H", "H", "H", "H", "H", "H", "H", "O"], "positions_angstrom": [[0.38552, -0.67846, -2.30859], [-0.36724, -1.03976, -1.03722], [0.46838, -0.60774, 0.20640], [-0.97963, 0.29346, 1.90207], [-0.27016, -0.66204, 1.47122], [0.31005, -1.54733, -2.98656], [1.46165, -0.59222, -2.18692], [-0.17444, 0.01979, -2.92189], [-0.51046, -2.12678, -0.95579], [-1.32085, -0.55014, -0.86614], [0.93640, 0.35816, 0.07863], [1.31164, -1.31809, 0.29648], [-1.33774, 1.11744, 1.30393], [-1.53068, 0.35106, 2.84699], [0.08317, -1.40625, 2.06350], [-0.06336, 3.28788, 1.05303], [1.22086, 2.64422, 0.81128], [0.37690, 2.45682, 1.22957]], "lowdin_charge": [-0.089, -0.211, -0.163, 0.155, 0.069, 0.085, 0.083, 0.082, 0.118, 0.105, 0.108, 0.144, 0.108, 0.138, 0.183, 0.065, 0.064, -0.046], "gap_ev": 10.59, "charge": 1, "lumo_ha": -0.1720, "spin_multiplicity": 1}


Arrangement R

{"formula": "C4H12NO", "method": "wB97M-V/def2-TZVPD", "species": ["O", "C", "C", "N", "C", "C", "H", "H", "H", "H", "H", "H", "H", "H", "H", "H", "H", "H"], "positions_angstrom": [[-0.16291, 0.16416, -0.59556], [-1.35203, 0.53130, -0.95152], [-2.29156, 0.69795, 0.20850], [-1.80982, -0.07284, 1.30173], [2.57969, -1.18199, -0.48767], [2.74847, -0.02549, 0.47542], [-0.80957, -0.27491, 1.21013], [-1.27040, 1.44242, -1.59569], [-1.76524, -0.26980, -1.63069], [-2.26506, 1.73838, 0.55993], [-3.32673, 0.44987, -0.05639], [2.94141, -2.14502, -0.11958], [-2.07264, 0.23584, 2.24124], [3.14979, -0.96018, -1.39108], [1.52398, -1.31282, -0.76654], [3.79758, 0.28194, 0.51030], [2.27015, 0.91071, 0.15311], [2.35009, -0.24200, 1.46036]], "lowdin_charge": [0.115, -0.257, -0.180, 0.195, -0.155, -0.166, 0.106, 0.204, 0.248, 0.183, 0.159, 0.079, 0.149, 0.075, 0.043, 0.081, 0.060, 0.061], "gap_ev": 4.95, "charge": 1, "lumo_ha": -0.3570, "spin_multiplicity": 1}


Top of the stability list: arrangement P, leading by 2.4 kcal/mol.


Arrangement P

{"formula": "C4H12NO", "method": "wB97M-V/def2-TZVPD", "species": ["C", "C", "C", "C", "N", "H", "H", "H", "H", "H", "H", "H", "H", "H", "H", "H", "H", "O"], "positions_angstrom": [[1.47911, 0.84352, -1.91410], [1.02662, -0.41313, -1.15266], [-0.30305, -0.25884, -0.49313], [-1.47926, -0.72279, -0.84472], [-0.31547, 0.83215, 0.54048], [1.38220, 1.74761, -1.31607], [0.92630, 1.02250, -2.83334], [2.54281, 0.79157, -2.12073], [1.77999, -0.66047, -0.40726], [0.91513, -1.22137, -1.86888], [-1.61605, -1.54512, -1.52767], [-2.37162, -0.30355, -0.39948], [0.43199, 1.49557, 0.31742], [-1.13960, 1.43374, 0.56668], [-0.17723, 0.41077, 1.48653], [-0.07348, -1.17660, 3.43733], [-1.29956, -0.22649, 3.42359], [-0.46235, -0.42080, 2.98834]], "lowdin_charge": [-0.068, -0.184, -0.300, 0.119, 0.214, 0.060, 0.091, 0.087, 0.122, 0.126, 0.092, 0.084, 0.144, 0.173, 0.107, 0.080, 0.077, -0.026], "gap_ev": 11.34, "charge": 1, "lumo_ha": -0.1188, "spin_multiplicity": 1}


Arrangement Q

{"formula": "C4H12NO", "method": "wB97M-V/def2-TZVPD", "species": ["O", "C", "C", "N", "C", "C", "H", "H", "H", "H", "H", "H", "H", "H", "H", "H", "H", "H"], "positions_angstrom": [[0.62456, -0.13803, -1.23943], [1.80691, 0.34633, -0.79521], [1.87038, 0.13961, 0.74248], [0.53418, -0.03914, 1.24812], [-2.24898, 0.59550, 0.27695], [-2.30391, -0.84840, -0.27285], [0.17221, -0.23831, -0.40885], [2.53788, -0.21350, -1.37214], [1.90036, 1.43133, -0.97225], [2.58827, -0.72900, 0.82374], [2.42674, 0.99936, 1.24281], [-1.26953, 0.98218, 0.45797], [0.52544, -0.55154, 2.16266], [-2.93161, 0.60497, 1.30302], [-2.58418, 1.36187, -0.48222], [-3.28672, -1.29112, -0.11401], [-2.08275, -0.92248, -1.32824], [-1.47823, -1.45370, 0.15792]], "lowdin_charge": [0.063, -0.219, -0.142, 0.314, -0.167, -0.158, -0.010, 0.157, 0.166, 0.208, 0.207, -0.008, 0.156, 0.139, 0.092, 0.078, 0.063, 0.059], "gap_ev": 5.33, "charge": 1, "lumo_ha": -0.3601, "spin_multiplicity": 1}


Top of the stability list: arrangement P, leading by 160.3 kcal/mol.